Record 1
{"formula": "C31H44AlAs3F6N8O3SSb", "method": "ωB97M-V/def2-TZVPD", "s_squared": 0.7657, "lumo_ev": [-6.345, -8.509], "de_lowest_kj_mol": 0.00, "e_tot_ha": -10058.45551, "multiplicity": 2, "e_homo_ev": [-13.09, -13.09], "orbital_gap_ha": [0.248, 0.168], "total_charge": 2, "species": ["Al", "C", "As", "C", "C", "C", "C", "C", "As", "C", "C", "C", "As", "C", "C", "H", "H", "H", "H", "H", "H", "H", "H", "H", "H", "H", "H", "H", "H", "H", "H", "H", "H", "H", "H", "H", "H", "H", "H", "H", "H", "H", "C", "C", "N", "C", "C", "N", "C", "N", "N", "N", "C", "C", "C", "C", "C", "C", "H", "H", "H", "H", "H", "H", "H", "H", "H", "H", "H", "F", "Sb", "F", "F", "F", "F", "F", "O", "S", "O", "O", "C", "N", "C", "C", "C", "N", "C", "C", "C", "N", "C", "C", "H", "H", "H", "H", "H", "H"], "positions_angstrom": [[0.4094, -0.4097, -0.7313], [-1.6907, -2.3773, -3.2489], [-1.7816, -1.6895, -1.4322], [-3.3747, -0.5771, -1.6861], [-2.3699, -3.3409, -0.5349], [-2.2072, -3.4319, 0.9868], [-2.7455, -4.8039, 1.4299], [-0.7294, -3.4177, 1.4154], [0.4031, -1.8005, 1.4109], [2.0419, -2.6705, 1.9862], [-0.0333, -0.9348, 3.1173], [-2.9812, -2.2986, 1.6810], [-4.9174, -2.6120, 2.1533], [-5.7900, -2.6038, 0.3869], [-5.2947, -0.7380, 2.5891], [-2.6910, -2.6743, -3.5651], [-1.0370, -3.2438, -3.3084], [-1.3222, -1.6130, -3.9327], [-4.1872, -1.1873, -2.0786], [-3.1313, 0.1827, -2.4309], [-3.7043, -0.0756, -0.7772], [-1.8014, -4.1417, -1.0148], [-3.4208, -3.4732, -0.8011], [-2.1261, -5.6100, 1.0357], [-3.7658, -4.9523, 1.0760], [-2.7532, -4.8754, 2.5178], [-0.1682, -4.1519, 0.8320], [-0.6769, -3.7324, 2.4634], [1.8331, -3.2012, 2.9162], [2.8302, -1.9395, 2.1625], [2.3946, -3.3877, 1.2477], [-0.0647, -1.7135, 3.8806], [-0.9880, -0.4115, 3.1167], [0.7464, -0.2262, 3.4012], [-2.8919, -1.3740, 1.0919], [-2.5362, -2.1163, 2.6641], [-5.6468, -3.5376, -0.1541], [-5.4538, -1.7645, -0.2198], [-6.8592, -2.4933, 0.5636], [-4.7567, -0.4153, 3.4789], [-6.3585, -0.6337, 2.7957], [-5.0411, -0.0753, 1.7597], [2.6798, 1.6008, -2.7895], [2.8370, 1.4223, -1.3229], [1.9792, 0.8238, -0.4915], [2.5201, 0.9356, 0.7785], [3.6982, 1.5918, 0.7028], [3.8824, 1.8948, -0.6222], [5.0665, 2.5876, -1.1356], [6.2525, 1.9417, -0.6997], [7.0304, 2.5159, 0.2637], [8.0536, 1.8088, 0.4598], [8.0202, 0.7030, -0.3607], [8.9047, -0.3638, -0.5199], [8.5543, -1.3382, -1.4276], [7.3596, -1.2690, -2.1616], [6.4787, -0.2168, -2.0267], [6.8359, 0.7737, -1.1191], [1.6804, 1.3209, -3.1037], [3.3853, 0.9718, -3.3347], [2.8632, 2.6342, -3.0811], [2.0094, 0.5415, 1.6398], [4.4178, 1.8617, 1.4557], [5.0914, 3.6001, -0.7277], [5.0164, 2.6204, -2.2240], [9.8220, -0.4031, 0.0488], [9.2074, -2.1845, -1.5843], [7.1243, -2.0635, -2.8564], [5.5617, -0.1726, -2.5989], [0.9806, -0.7987, -2.3619], [2.2156, -2.5963, -2.2831], [2.6963, -1.7019, -0.6750], [0.6957, -3.1673, -1.2927], [3.1069, -4.1314, -1.7821], [1.3857, -3.0066, -3.8904], [3.4529, -1.5005, -3.1535], [-5.2436, 3.3160, 3.6261], [-5.5025, 4.7295, 3.5053], [-4.7171, 5.5498, 4.4107], [-6.8833, 5.0878, 3.3163], [-4.6395, 5.2397, 1.9070], [-4.7387, 6.4691, 1.4644], [-3.9624, 6.7872, 0.4389], [-3.0382, 5.8811, -0.0843], [-3.0242, 4.6031, 0.4573], [-3.8658, 4.2838, 1.4536], [-2.1677, 3.4819, 0.0213], [-2.1336, 2.3370, 0.8297], [-1.4079, 1.2528, 0.4104], [-0.6953, 1.2400, -0.7327], [-0.7137, 2.3364, -1.4974], [-1.4394, 3.4625, -1.1678], [-4.0642, 7.7915, 0.0471], [-2.3556, 6.1866, -0.8636], [-2.6942, 2.3351, 1.7530], [-1.3771, 0.3302, 0.9813], [-0.1293, 2.2979, -2.4059], [-1.4339, 4.3092, -1.8376]], "forces_ev_per_angstrom": [[0.119, 0.858, -0.309], [0.090, 0.021, -0.147], [-0.552, -0.307, -0.361], [0.142, 0.056, 0.115], [0.124, 0.096, 0.107], [-0.147, 0.190, 0.066], [0.105, 0.082, -0.037], [-0.048, -0.002, -0.177], [-0.027, -0.392, 0.750], [0.260, 0.022, -0.104], [-0.041, 0.162, -0.072], [-0.216, 0.009, -0.001], [0.142, -0.025, 0.002], [0.120, 0.127, 0.061], [0.017, 0.076, -0.106], [-0.007, 0.039, 0.103], [0.029, 0.049, 0.074], [-0.001, -0.005, 0.052], [0.057, -0.053, 0.047], [0.038, -0.024, 0.012], [0.030, -0.069, 0.035], [-0.018, 0.056, -0.051], [0.044, 0.037, -0.037], [-0.001, -0.042, -0.030], [-0.001, -0.040, 0.004], [-0.027, -0.040, 0.014], [0.052, 0.068, 0.016], [0.067, 0.078, -0.047], [-0.114, 0.092, -0.032], [-0.059, 0.019, -0.041], [-0.099, 0.079, -0.065], [-0.016, -0.034, -0.103], [0.013, -0.056, -0.096], [0.022, -0.045, -0.110], [-0.037, 0.050, 0.137], [-0.064, 0.063, -0.007], [0.054, -0.042, 0.050], [-0.022, 0.004, -0.038], [-0.013, 0.009, 0.027], [0.052, -0.092, 0.037], [-0.025, -0.028, -0.005], [0.008, 0.021, -0.040], [0.142, -0.025, -0.113], [-0.205, -0.064, 0.008], [0.051, -0.210, 0.312], [0.044, 0.092, -0.035], [-0.051, -0.035, 0.306], [-0.319, -0.175, -0.052], [0.266, 0.192, 0.081], [0.192, -0.436, -0.269], [-0.269, 0.486, 0.103], [0.488, -0.034, 0.367], [-0.822, -0.044, -0.554], [0.002, 0.104, 0.060], [0.118, -0.053, 0.072], [-0.121, 0.059, -0.047], [-0.145, 0.005, -0.108], [0.465, 0.002, 0.315], [0.035, -0.024, -0.042], [-0.032, -0.021, -0.015], [-0.049, 0.035, 0.029], [0.117, 0.050, 0.064], [0.045, 0.033, 0.012], [-0.008, -0.061, -0.109], [-0.062, -0.023, 0.079], [0.033, -0.051, 0.014], [0.042, -0.004, 0.013], [0.019, -0.020, -0.028], [-0.010, -0.034, -0.049], [0.206, -0.626, -0.021], [0.119, 0.413, -0.070], [-0.111, -0.205, -0.210], [-0.001, 0.084, -0.126], [0.204, 0.053, -0.442], [0.159, -0.151, 0.235], [-0.029, -0.392, 0.064], [-0.291, -0.159, 0.688], [1.610, 1.386, -3.552], [-0.598, -0.249, 1.103], [-0.359, -0.088, 0.894], [-0.301, -1.154, 1.161], [-0.439, 0.401, 0.029], [0.165, -0.220, 0.107], [0.152, -0.153, -0.070], [-0.706, 0.495, 0.241], [0.523, -0.032, -0.398], [0.163, -0.435, -0.098], [0.035, 0.204, -0.155], [-0.070, 0.127, -0.052], [-0.378, -0.131, 0.564], [0.193, -0.075, -0.196], [-0.099, 0.035, 0.241], [0.065, -0.001, -0.024], [-0.031, 0.016, -0.068], [-0.011, -0.118, 0.018], [-0.170, 0.125, 0.129], [-0.008, 0.038, -0.032], [-0.006, -0.002, -0.063]]}

***

Record 2
{"formula": "C31H44BClF9NO21", "method": "ωB97M-V/def2-TZVPD", "lumo_ev": -0.075, "smiles": "CCCCN[C@@H](OC[C@@H](C[C@H](C)Cl)OCC(F)(F)F)B(C)O.O=C1OC[C@@H](F)O1.O=C1OC[C@@H](F)O1.O=C1OC[C@@H](F)O1.O=C1OC[C@@H](F)O1.O=C1OC[C@@H](F)O1.O=C1OC[C@@H](F)O1", "e_tot_ha": -4226.41671, "multiplicity": 1, "e_homo_ev": -8.44, "orbital_gap_ha": 0.307, "species": ["C", "C", "C", "C", "N", "C", "O", "C", "C", "C", "C", "C", "Cl", "O", "C", "C", "F", "F", "F", "B", "C", "O", "H", "H", "H", "H", "H", "H", "H", "H", "H", "H", "H", "H", "H", "H", "H", "H", "H", "H", "H", "H", "H", "H", "H", "H", "H", "H", "O", "C", "O", "C", "C", "F", "O", "H", "H", "H", "O", "C", "O", "C", "C", "F", "O", "H", "H", "H", "O", "C", "O", "C", "C", "F", "O", "H", "H", "H", "O", "C", "O", "C", "C", "F", "O", "H", "H", "H", "O", "C", "O", "C", "C", "F", "O", "H", "H", "H", "O", "C", "O", "C", "C", "F", "O", "H", "H", "H"], "positions_angstrom": [[3.0801, -2.1166, 2.1189], [3.6276, -1.8818, 0.6987], [4.6807, -0.7613, 0.6669], [4.1016, 0.6863, 0.5409], [2.6600, 0.7835, 0.7413], [2.0066, 1.8170, -0.0712], [0.5918, 1.7201, 0.0181], [0.0930, 0.4975, -0.4917], [-1.0525, -0.0768, 0.3314], [-0.7223, -0.3702, 1.8038], [-0.3662, 0.7763, 2.7549], [-0.0138, 0.2052, 4.1440], [-1.7125, 1.9408, 2.9456], [-2.2066, 0.7405, 0.1389], [-3.4155, 0.0680, 0.2584], [-4.5520, 1.0715, 0.1819], [-5.6927, 0.4778, 0.6210], [-4.8101, 1.4934, -1.0532], [-4.3613, 2.1254, 0.9470], [2.4785, 3.2688, 0.3938], [2.4510, 3.7127, 1.9107], [2.9513, 4.1389, -0.5580], [2.1618, -2.7145, 2.1237], [2.9178, -1.1645, 2.6383], [3.8310, -2.6645, 2.7049], [2.8139, -1.6721, -0.0037], [4.1310, -2.8116, 0.3877], [5.2840, -0.8280, 1.5814], [5.3538, -0.9256, -0.1849], [4.3301, 1.0482, -0.4697], [4.6606, 1.3283, 1.2416], [2.4219, 0.8886, 1.7203], [2.3268, 1.6202, -1.1127], [0.8761, -0.2645, -0.5603], [-0.2901, 0.6695, -1.5112], [-1.2704, -1.0599, -0.1331], [-1.5379, -0.9361, 2.2804], [0.1482, -1.0471, 1.7779], [0.5066, 1.3230, 2.3947], [-0.1587, 0.9602, 4.9239], [-0.6737, -0.6383, 4.3886], [1.0245, -0.1546, 4.1557], [-3.5273, -0.4558, 1.2237], [-3.5799, -0.6758, -0.5381], [1.7405, 4.5489, 2.0017], [3.4482, 4.0246, 2.2424], [2.0970, 2.9306, 2.5947], [3.3603, 4.9139, -0.1479], [2.9881, -0.0993, -2.4463], [2.7831, -1.2138, -2.7982], [3.6416, -2.0028, -3.4784], [3.0803, -3.3195, -3.5539], [1.6033, -3.0413, -3.3653], [0.9684, -4.0315, -2.6897], [1.6177, -1.8823, -2.5582], [3.4694, -3.9244, -2.7334], [3.3200, -3.7859, -4.5047], [1.0578, -2.8346, -4.2877], [3.0985, 9.8656, -3.2009], [3.6608, 8.9394, -2.7289], [4.7984, 8.3831, -3.2158], [5.2495, 7.3928, -2.2912], [3.9720, 7.0525, -1.5562], [4.2034, 6.7346, -0.2472], [3.2531, 8.2630, -1.6132], [5.9835, 7.8326, -1.6139], [5.6896, 6.5492, -2.8151], [3.3815, 6.2550, -2.0096], [5.1127, 2.7949, 3.6392], [5.0446, 3.4108, 4.6489], [5.1720, 2.8881, 5.8912], [5.1724, 3.9634, 6.8336], [4.4665, 5.0580, 6.0610], [4.9319, 6.2895, 6.3714], [4.8097, 4.7500, 4.7234], [6.2002, 4.2502, 7.0603], [4.6612, 3.6711, 7.7463], [3.3795, 5.0574, 6.1590], [-0.8379, -5.0765, -6.7104], [-1.5197, -5.7879, -6.0491], [-2.8667, -5.7542, -5.9980], [-3.3161, -6.8544, -5.1908], [-2.0960, -7.1359, -4.3461], [-1.9686, -8.4515, -4.0480], [-1.0389, -6.7504, -5.2115], [-3.5552, -7.7007, -5.8370], [-4.1879, -6.5830, -4.6084], [-2.0337, -6.5575, -3.4264], [-4.3789, -6.6357, -2.4896], [-4.2924, -6.0271, -1.4741], [-4.3628, -6.5714, -0.2439], [-4.0727, -5.5554, 0.7187], [-4.4058, -4.2982, -0.0548], [-3.6314, -3.2469, 0.2973], [-4.1206, -4.6799, -1.3897], [-3.0143, -5.5842, 0.9817], [-4.6784, -5.6964, 1.6090], [-5.4497, -3.9890, 0.0112], [-10.6537, -1.3067, -2.6652], [-10.0676, -0.7451, -1.8038], [-8.9171, -0.0496, -1.9662], [-8.6013, 0.5995, -0.7301], [-9.3509, -0.2542, 0.2674], [-9.8082, 0.4593, 1.3236], [-10.4476, -0.7218, -0.4919], [-8.9911, 1.6186, -0.7427], [-7.5306, 0.6203, -0.5641], [-8.7875, -1.1104, 0.6441]], "forces_ev_per_angstrom": [[0.315, 0.013, -0.098], [0.307, -0.209, 0.226], [-0.338, 0.119, -0.112], [0.454, -0.192, 0.077], [-0.242, -0.241, -0.201], [0.457, 0.191, -0.502], [0.169, -0.236, 0.422], [-0.363, -0.080, -0.412], [-0.038, -0.295, -0.142], [0.053, 0.108, 0.005], [0.545, -0.562, 0.499], [-0.249, -0.034, -0.127], [-0.010, 0.032, -0.071], [0.074, 0.178, -0.106], [-0.145, -0.300, 0.273], [0.129, -0.417, 0.235], [-0.184, -0.331, 0.075], [0.073, 0.143, -0.500], [0.170, 0.547, 0.305], [-0.288, 0.261, 0.128], [-0.255, -0.121, -0.108], [0.202, -0.295, 0.269], [0.084, 0.181, 0.011], [-0.193, -0.187, -0.102], [-0.169, 0.119, -0.055], [0.150, 0.009, 0.117], [-0.259, 0.177, -0.085], [-0.022, -0.050, -0.173], [-0.050, 0.038, 0.223], [-0.200, -0.044, 0.192], [-0.152, 0.002, -0.195], [0.151, 0.187, -0.018], [-0.133, 0.092, 0.393], [0.003, 0.176, 0.169], [0.065, -0.041, 0.185], [0.126, 0.171, 0.082], [0.091, 0.095, -0.219], [-0.156, 0.145, 0.073], [-0.491, 0.177, -0.148], [0.228, -0.102, -0.197], [0.124, 0.155, -0.038], [-0.232, 0.065, 0.006], [0.069, 0.200, -0.144], [0.105, 0.124, 0.044], [0.281, -0.036, 0.056], [-0.210, 0.097, 0.024], [0.128, 0.125, -0.117], [-0.186, -0.046, -0.022], [0.147, -0.322, -0.215], [-0.059, 0.144, 0.270], [-0.043, -0.004, 0.008], [0.077, -0.103, -0.061], [-0.001, -0.054, 0.122], [0.043, -0.008, 0.003], [-0.030, 0.175, -0.250], [-0.093, -0.025, 0.028], [0.050, 0.164, -0.052], [-0.082, -0.119, 0.027], [0.067, -0.054, 0.082], [0.035, 0.154, -0.018], [-0.035, -0.009, 0.029], [0.139, -0.082, -0.038], [0.005, 0.143, 0.013], [-0.006, 0.062, -0.035], [-0.104, -0.132, -0.176], [-0.049, -0.036, 0.082], [-0.071, 0.065, -0.133], [0.012, -0.085, 0.133], [0.107, -0.002, 0.089], [0.073, -0.056, -0.090], [-0.022, 0.038, -0.011], [-0.001, -0.049, 0.146], [0.104, 0.034, -0.040], [0.057, -0.005, -0.036], [-0.217, -0.088, 0.007], [-0.018, 0.095, -0.021], [-0.051, -0.124, -0.086], [0.002, 0.102, 0.039], [-0.040, -0.049, 0.020], [0.076, -0.009, -0.077], [0.023, -0.066, 0.042], [-0.293, 0.047, -0.113], [0.035, -0.209, -0.307], [0.061, 0.025, -0.031], [0.017, 0.205, 0.205], [0.159, -0.079, 0.042], [0.120, 0.210, -0.156], [-0.006, -0.062, 0.078], [0.024, 0.107, 0.299], [0.003, -0.086, -0.009], [0.034, -0.015, 0.014], [-0.036, -0.009, 0.186], [-0.014, 0.024, 0.005], [0.172, -0.022, -0.073], [-0.215, -0.022, 0.031], [0.016, 0.072, -0.040], [-0.073, -0.085, -0.080], [-0.008, 0.062, 0.013], [0.018, 0.085, 0.075], [-0.069, 0.029, -0.111], [-0.028, -0.027, 0.052], [0.127, 0.118, -0.026], [-0.131, 0.098, -0.020], [-0.048, 0.019, -0.028], [0.152, -0.208, -0.016], [-0.079, -0.024, 0.087], [-0.026, -0.103, -0.184], [0.000, 0.044, 0.110]]}

***

multiplicity of number 2 (C31H44BClF9NO21)?
1

***

Look up the multiplicity of the first one.
2

***

The lowest multiplicity belongs to which entry?
C31H44BClF9NO21

***

The lowest multiplicity belongs to which entry?
C31H44BClF9NO21